(1)
Density functional theory data (ωB97M-V/def2-TZVPD) for an isolated molecule of C5H5NO.

Output
* molar mass: 95.10 g mol⁻¹
* gap between HOMO and LUMO: 10.998 eV
* SMILES: N#C[C@@H]1C[C@@H]1C=O
* energy relative to the best compared isomer or geometry (same formula, charge and spin): 138.8 kJ/mol
* HOMO: -10.432 eV

XYZ file:
```
12
Properties=species:S:1:pos:R:3:forces:R:3
N 0.838 -1.824 -1.966 -0.271 1.010 0.445
C 0.607 -0.798 -1.483 0.206 -0.844 -0.392
C 0.348 0.481 -0.857 0.037 0.032 -0.192
C 0.909 0.715 0.525 0.086 -0.012 0.121
C -0.559 0.546 0.363 -0.144 -0.004 -0.015
C -1.262 -0.720 0.762 0.188 -0.354 0.339
O -0.844 -1.512 1.573 -0.184 0.511 -0.534
H 0.298 1.317 -1.548 0.056 -0.156 0.104
H 1.443 -0.118 0.967 -0.041 0.102 -0.008
H 1.303 1.704 0.734 -0.086 -0.178 0.008
H -1.187 1.432 0.408 0.029 -0.124 -0.069
H -2.217 -0.898 0.220 0.126 0.016 0.193
```
Forces are in eV/Å.

Atomic partial charges in e from the Mulliken method, atoms 1 to 8: number 1, N, carries -0.42; number 2, C, carries 0.07; number 3, C, carries -0.02; number 4, C, carries -0.67; number 5, C, carries 0.04; number 6, C, carries -0.18; number 7, O, carries -0.44; number 8, H, carries 0.39

---

(2)
Density functional theory data (ωB97M-V/def2-TZVPD) for an isolated molecule of C5H5NO.

Output
* molar mass: 95.10 g mol⁻¹
* gap between HOMO and LUMO: 11.106 eV
* SMILES: C#C[C@@H](C#N)CO
* energy relative to the best compared isomer or geometry (same formula, charge and spin): 286.6 kJ/mol
* HOMO: -10.574 eV

XYZ file:
```
12
Properties=species:S:1:pos:R:3:forces:R:3
C 0.974 2.178 -0.351 -0.084 -0.177 0.703
C 0.747 1.075 0.079 0.098 0.728 -0.134
C 0.404 -0.344 -0.098 -0.002 0.164 -0.331
C 1.416 -1.317 0.343 0.638 -0.572 0.186
N 2.183 -2.127 0.650 -0.877 0.909 -0.272
C -1.039 -0.781 0.273 0.191 -0.157 0.067
O -1.968 0.058 -0.356 -0.125 0.221 0.140
H 1.182 3.167 -0.683 0.029 0.043 0.139
H 0.448 -0.202 -1.185 -0.209 -1.450 -0.171
H -1.205 -0.832 1.360 0.282 0.131 -0.195
H -1.202 -1.790 -0.123 0.121 0.195 0.034
H -1.940 0.914 0.092 -0.063 -0.033 -0.164
```
Forces are in eV/Å.

Atomic partial charges in e from the Mulliken method, atoms 1 to 8: number 1, C, carries 0.02; number 2, C, carries -1.05; number 3, C, carries 0.87; number 4, C, carries 0.15; number 5, N, carries -0.41; number 6, C, carries -0.59; number 7, O, carries -0.51; number 8, H, carries 0.43

---

(3)
Density functional theory data (ωB97M-V/def2-TZVPD) for an isolated molecule of C5H5NO.

Output
* molar mass: 95.10 g mol⁻¹
* gap between HOMO and LUMO (spin up / spin down): 8.249 / 8.242 eV
* energy relative to the best compared isomer or geometry (same formula, charge and spin): 612.2 kJ/mol
* HOMO (spin up / spin down): -8.255 / -8.249 eV

XYZ file:
```
12
Properties=species:S:1:pos:R:3:forces:R:3
O 0.657 0.308 -1.732 -0.058 -0.555 0.718
C 0.325 0.659 -0.471 0.523 0.086 -0.268
C -1.850 -0.313 -0.176 0.004 -0.407 0.331
C -1.122 -1.076 0.687 1.392 0.462 0.148
N -0.067 -1.307 1.263 -1.503 0.263 -0.805
C 0.884 -0.055 0.699 1.057 0.531 0.486
C 1.974 0.482 1.081 -1.443 -0.642 -0.581
H 0.929 -0.633 -1.723 -0.120 0.574 -0.070
H 0.074 1.715 -0.415 0.007 -0.239 0.065
H -2.563 0.406 0.234 0.228 -0.190 -0.060
H -2.083 -0.706 -1.167 0.118 0.078 0.260
H 2.842 0.520 1.720 -0.204 0.038 -0.223
```
Forces are in eV/Å.

Atomic partial charges in e from the Mulliken method, atoms 1 to 8: number 1, O, carries -0.42; number 2, C, carries -0.25; number 3, C, carries -0.72; number 4, C, carries 0.64; number 5, N, carries -0.60; number 6, C, carries 0.34; number 7, C, carries -0.64; number 8, H, carries 0.40

---

(4)
Density functional theory data (ωB97M-V/def2-TZVPD) for an isolated molecule of C5H5NO.

Output
* molar mass: 95.10 g mol⁻¹
* gap between HOMO and LUMO: 9.915 eV
* SMILES: C#CC(=O)[C@H]1CN1
* energy relative to the best compared isomer or geometry (same formula, charge and spin): 324.7 kJ/mol
* HOMO: -9.963 eV

XYZ file:
```
12
Properties=species:S:1:pos:R:3:forces:R:3
C 2.642 -0.966 -0.085 -0.454 0.338 0.096
C 1.728 -0.242 0.221 0.528 -0.356 -0.162
C 0.614 0.574 0.694 -0.072 0.118 0.338
O 0.610 1.011 1.824 -0.010 -0.231 -0.391
C -0.540 0.823 -0.246 0.134 0.039 -0.078
C -1.397 -0.301 -0.688 0.085 -0.230 -0.196
N -1.879 0.671 0.293 -0.092 0.039 0.168
H 3.455 -1.610 -0.344 -0.137 0.129 0.012
H -0.390 1.682 -0.901 0.009 -0.153 0.070
H -1.129 -1.308 -0.375 -0.027 0.176 0.109
H -1.884 -0.258 -1.660 0.104 0.060 0.164
H -1.814 0.302 1.241 -0.067 0.070 -0.130
```
Forces are in eV/Å.

Atomic partial charges in e from the Mulliken method, atoms 1 to 8: number 1, C, carries 0.23; number 2, C, carries -0.35; number 3, C, carries -0.02; number 4, O, carries -0.48; number 5, C, carries 0.08; number 6, C, carries -0.44; number 7, N, carries -0.58; number 8, H, carries 0.39

---

(5)
Density functional theory data (ωB97M-V/def2-TZVPD) for an isolated molecule of C5H5NO.

Output
* molar mass: 95.10 g mol⁻¹
* gap between HOMO and LUMO: 9.702 eV
* SMILES: Oc1cccnc1
* energy relative to the best compared isomer or geometry (same formula, charge and spin): 9.1 kJ/mol
* HOMO: -8.991 eV

XYZ file:
```
12
Properties=species:S:1:pos:R:3:forces:R:3
O 2.279 0.286 0.595 0.031 0.116 -0.115
C 0.959 0.187 0.280 -0.385 0.238 0.712
C 0.450 -0.632 -0.708 0.042 -0.025 -0.248
C -0.929 -0.674 -0.855 -0.234 -0.062 -0.317
C -1.731 0.100 -0.038 -0.245 -0.025 0.226
N -1.249 0.891 0.925 0.178 -0.051 -0.123
C 0.062 0.931 1.080 0.566 -0.110 -0.163
H 2.798 -0.227 -0.029 0.076 -0.055 -0.041
H 1.087 -1.216 -1.379 -0.081 0.169 0.341
H -1.378 -1.301 -1.622 0.066 0.114 0.154
H -2.814 0.080 -0.119 0.108 -0.053 -0.130
H 0.466 1.576 1.869 -0.121 -0.256 -0.294
```
Forces are in eV/Å.

Atomic partial charges in e from the Mulliken method, atoms 1 to 8: number 1, O, carries -0.50; number 2, C, carries 0.83; number 3, C, carries -0.43; number 4, C, carries -0.32; number 5, C, carries -0.34; number 6, N, carries -0.55; number 7, C, carries -0.31; number 8, H, carries 0.30

---

(6)
Density functional theory data (ωB97M-V/def2-TZVPD) for an isolated molecule of C5H5NO.

Output
* molar mass: 95.10 g mol⁻¹
* gap between HOMO and LUMO: 10.788 eV
* SMILES: C=C=C(C#N)CO
* energy relative to the best compared isomer or geometry (same formula, charge and spin): 211.9 kJ/mol
* HOMO: -10.179 eV

XYZ file:
```
12
Properties=species:S:1:pos:R:3:forces:R:3
C 1.371 -1.748 -0.342 -0.121 0.164 -0.001
C 0.529 -0.758 -0.418 0.020 -0.071 -0.017
C -0.320 0.243 -0.458 0.160 -0.179 0.030
C -1.085 0.512 -1.646 -0.567 0.228 -0.836
N -1.732 0.778 -2.570 0.636 -0.266 0.905
C -0.569 1.167 0.730 -0.142 0.170 -0.200
O 0.242 0.873 1.831 -0.065 -0.231 0.102
H 2.417 -1.615 -0.608 -0.153 0.016 0.021
H 1.052 -2.736 -0.017 0.007 0.153 -0.051
H -1.644 1.133 0.971 0.186 -0.011 0.000
H -0.335 2.193 0.432 -0.038 -0.115 0.015
H 0.075 -0.042 2.095 0.077 0.144 0.033
```
Forces are in eV/Å.

Atomic partial charges in e from the Mulliken method, atoms 1 to 8: number 1, C, carries -0.78; number 2, C, carries 0.03; number 3, C, carries 0.60; number 4, C, carries 0.02; number 5, N, carries -0.42; number 6, C, carries -0.39; number 7, O, carries -0.51; number 8, H, carries 0.24